Molecular formula: C56H45Cl2IN5O3P2PtS
Method: DFT, wB97M-V/def2-TZVPD

Computed properties:
- orbital gap (eV) = 4.719
- charge = +3
- E_HOMO (Eh) = -0.50562
- energy (hartree) = -5077.9456

XYZ file:
```
116
Properties=species:S:1:pos:R:3:forces:R:3
Pt 0.612501 -0.195350 -0.841090 2.41 -1.10 -2.58
I -0.040018 5.123672 -3.954562 -0.08 0.18 0.01
Cl 1.154850 5.299476 0.558057 -0.57 0.35 -0.02
Cl -3.444840 5.363449 3.444370 0.09 -0.06 0.01
S 2.045491 -1.657885 -2.032251 -0.56 0.37 -0.11
P -1.051535 -1.333002 -2.252123 -0.32 0.02 0.92
P 1.232145 -1.622180 0.989821 -1.04 0.12 0.17
O -1.517600 -0.555838 0.594981 -1.15 0.49 0.94
O 2.803987 -1.073319 -3.140300 -0.07 -0.14 0.15
O -0.433161 1.244510 0.213622 -0.28 0.90 -0.18
N 0.636168 1.198325 -2.502257 -0.15 1.21 0.49
N 1.924989 2.143682 0.433303 0.45 0.32 0.10
N -1.049902 4.000316 2.041584 -0.68 0.12 0.49
N 1.527692 1.261685 -3.509907 -0.19 0.20 0.06
N 2.176652 0.997718 -0.216741 0.34 0.53 0.14
C -1.066017 8.236408 2.087207 -0.05 0.02 0.05
C 1.165509 -1.260240 3.726813 0.18 0.14 0.02
C 3.561174 -3.063114 1.338255 0.18 -0.10 -0.03
C 1.592341 -0.710991 4.926288 -0.01 0.02 0.02
C -2.851526 -2.720257 -0.670048 -0.13 0.09 -0.24
C -0.635088 -0.858551 -4.942303 -0.12 0.05 0.03
C 0.547794 3.225256 -3.472632 -0.14 -0.05 0.34
C 1.730937 -0.827533 2.518879 -0.21 0.28 0.19
C -2.049787 7.536752 2.760470 -0.08 0.00 0.10
C -0.978077 -2.786250 2.267969 -0.03 -0.18 -0.21
C 2.746871 0.142435 2.544615 -0.09 -0.22 0.27
C 1.771136 -4.186042 -3.005220 -0.07 0.04 -0.03
C -0.969216 3.544766 4.414448 0.20 0.08 0.32
C 5.166815 -3.512644 -0.418292 0.01 -0.02 0.01
C -2.069977 6.149816 2.739573 -0.53 0.14 0.10
C 0.347078 -4.209423 0.822675 -0.05 0.06 0.01
C -1.202572 2.742540 5.517496 0.10 0.24 0.02
C 3.163515 0.678497 3.748299 -0.03 -0.02 0.02
C -0.364942 -5.077611 -3.671132 -0.03 0.02 0.02
C 1.489546 2.458115 -4.114367 0.19 -0.34 -0.23
C -5.063350 -1.916577 -2.160656 0.01 0.04 0.00
C -1.006261 -3.917225 -3.256647 0.06 -0.17 -0.07
C 1.107373 -3.031998 -2.595021 0.26 -0.15 -0.10
C -2.462372 1.363998 1.651897 0.26 0.59 -0.35
C -0.465084 -5.288706 1.142263 0.02 0.02 -0.05
C -1.608991 0.998151 -6.121227 -0.01 0.00 -0.02
C -2.026354 0.745601 -3.768802 0.06 -0.07 -0.19
C -2.142045 1.091258 4.090882 0.09 -0.17 -0.24
C -1.318087 3.134614 3.133579 0.33 0.45 -0.34
C -0.105282 7.537152 1.383024 0.16 -0.04 -0.13
C -1.769638 -3.872395 2.593381 0.01 -0.06 -0.05
C 0.057710 2.409478 -2.451906 0.02 -0.19 -0.09
C -0.132202 6.156568 1.408469 0.60 0.14 -0.16
C -1.084413 5.412492 2.091838 0.19 -0.83 -0.13
C -0.257171 -2.877749 -2.712970 -0.23 -0.16 0.00
C -3.803908 -1.430658 -2.487271 -0.02 -0.07 0.11
C 1.015806 -5.213126 -3.543743 -0.02 -0.05 -0.03
C -1.912706 1.888432 2.962529 -0.27 -0.48 0.09
C -4.107946 -3.201260 -0.361948 -0.01 0.01 0.00
C 2.578144 0.262138 4.939823 0.02 0.02 0.06
C 2.742148 -2.417292 0.416647 0.15 -0.06 0.43
C 0.102061 -2.952344 1.387238 -0.05 -0.28 -0.05
C 3.144782 -2.370058 -0.896472 0.41 0.16 -0.06
C -1.515513 -5.121246 2.030943 -0.07 -0.01 0.06
C 4.357749 -2.875548 -1.347343 0.08 0.00 0.06
C 3.441984 1.073754 -0.648986 0.10 0.06 0.00
C -1.244986 -0.418089 -3.767116 0.01 0.13 -0.31
C 4.758683 -3.624421 0.909647 -0.03 0.02 0.01
C -0.823264 -0.145369 -6.119219 -0.02 0.04 -0.05
C -2.214203 1.444412 -4.946759 0.05 -0.01 -0.03
C -5.217443 -2.786822 -1.094861 -0.04 -0.06 0.03
C -1.790518 1.498286 5.359694 0.03 -0.06 0.08
C -1.453290 0.664544 0.777743 -0.15 -2.09 0.26
C -2.692929 -1.815933 -1.728251 -0.24 -0.03 -0.01
C 3.003447 2.931608 0.448329 0.19 -0.11 0.09
C 4.008645 2.276822 -0.238456 0.11 -0.14 -0.07
H -0.034442 -1.761059 -4.956092 -0.03 0.06 -0.02
H 1.152941 -1.055639 5.853796 0.02 0.01 -0.03
H -2.831409 2.334728 -4.956579 0.04 -0.04 0.00
H 2.843653 -4.290535 -2.912194 -0.03 0.01 0.00
H 3.277974 -3.115942 2.383180 0.02 0.02 -0.04
H -1.986024 0.865840 6.215304 -0.04 0.02 -0.01
H -2.137473 -5.968689 2.294501 0.03 0.05 0.00
H -2.946051 2.160156 1.073399 0.09 0.05 0.08
H 2.098788 0.458281 -3.733399 0.09 -0.10 -0.02
H -0.931099 3.095232 6.504675 0.00 0.02 -0.04
H 1.179621 -4.359155 0.144291 -0.04 -0.02 0.04
H 0.670209 8.050811 0.830729 -0.01 -0.03 0.03
H -2.642102 0.133673 3.958974 0.03 0.11 -0.01
H 1.007289 2.311404 0.831712 0.11 -0.10 -0.07
H 4.664587 -2.755038 -2.380255 -0.02 -0.01 0.06
H -3.198011 0.596686 1.870986 -0.12 0.06 -0.07
H 2.909781 0.681350 5.882042 -0.02 0.00 -0.05
H 3.247262 0.445102 1.644752 0.13 -0.03 -0.02
H -2.586292 -3.749711 3.293908 0.02 0.00 -0.03
H -1.054547 9.317164 2.103038 -0.01 -0.02 -0.01
H 5.013824 2.623813 -0.418971 -0.09 -0.03 0.02
H -5.919781 -1.620812 -2.752864 0.03 0.00 0.03
H 3.893265 0.269805 -1.212430 -0.06 0.11 0.02
H -0.262663 -6.262049 0.714371 -0.01 0.03 0.00
H -0.680347 3.591444 1.209986 -0.02 0.00 -0.32
H -1.758979 1.545209 -7.044229 0.00 -0.02 0.04
H -1.999896 -3.057577 -0.108076 0.19 -0.02 0.14
H -2.079792 -3.819622 -3.364715 0.04 0.00 0.04
H 6.122579 -3.915457 -0.729687 -0.04 0.00 0.03
H -6.203158 -3.158503 -0.841085 0.06 0.00 -0.02
H -0.705452 2.626543 -1.721439 0.11 0.00 -0.01
H -3.699086 -0.778487 -3.341655 -0.09 -0.10 0.06
H 0.422171 -2.039968 3.749572 0.20 0.09 0.12
H -2.835807 8.059093 3.289973 0.02 -0.03 -0.02
H -0.948162 -5.884160 -4.097527 0.03 0.02 0.01
H 1.507027 -6.123265 -3.865909 -0.04 0.04 0.01
H -2.496010 1.095360 -2.855086 0.02 -0.02 -0.03
H -0.366297 -0.493548 -7.037428 -0.02 0.02 0.04
H 2.112709 2.672316 -4.970711 -0.04 -0.03 0.08
H -1.192401 -1.825674 2.707183 -0.13 0.06 -0.15
H 5.392875 -4.130720 1.626273 0.00 0.03 -0.03
H -0.504876 4.517112 4.539021 -0.05 -0.04 0.02
H 3.955020 1.417600 3.760840 -0.02 -0.04 0.00
H 2.983927 3.892987 0.941712 0.12 -0.28 -0.02
H -4.228855 -3.905783 0.450343 0.00 0.01 0.00
```
Positions in Å, forces in eV/Å.

Löwdin population analysis, charges in e, atoms 1 to 5: Pt 1.15; I 0.99; Cl 0.75; Cl 0.77; S 0.86